(1)
79
Properties=species:S:1:pos:R:3:forces:R:3 method="wB97M-V/def2-TZVPD" e_tot_ev=-61563.90511 relative_energy_ev=0.0000 gap_ev=8.214 smiles="C[C@@H](F)CO[P@](=O)(O)OCCCCSc1nnco1.CCN(CC)CC.CCN(CC)CC"
H -0.8213 1.5138 -2.8858 0.0 0.0 0.0
H 4.4699 -4.0803 1.8532 0.0 0.0 -0.1
H -3.4588 -1.4528 -2.4801 0.0 0.0 -0.1
C -4.7521 0.1078 -3.2231 0.0 -0.1 0.1
H -2.4115 9.2747 0.5060 0.1 0.3 0.1
H -3.6781 -0.5059 -6.3847 0.0 0.0 0.0
O -3.0533 4.9583 1.9550 0.0 0.1 -0.5
H -0.9408 -1.0246 1.3123 0.0 -0.2 0.1
C -1.0796 1.7578 1.8558 -0.1 -0.5 0.0
N 4.5202 -3.0399 -1.6534 -0.8 -0.5 -0.3
H -3.6427 5.9891 0.2505 0.1 0.0 -0.2
C 3.6608 -3.4242 2.2129 0.1 -0.1 -0.2
C -2.4573 7.3217 1.4368 -0.1 0.5 -0.6
C -3.3604 -0.4382 -2.8742 -0.1 0.1 0.2
C -2.4628 -1.5424 -4.8850 0.1 -0.1 -0.1
O -1.5031 4.3689 -0.0029 -0.1 0.4 -0.2
H -1.5474 7.1700 0.8612 0.2 -0.3 0.1
H -0.3770 1.5571 -0.1597 0.0 0.2 -0.2
H 6.5053 -3.8043 4.5532 0.0 0.0 0.0
O -2.1287 2.7399 1.8083 0.1 -0.1 0.1
C -1.6504 1.8718 -3.4988 0.1 0.0 0.0
C 2.8879 -1.7385 -1.2240 0.0 0.6 0.4
H -2.8674 1.2151 -5.1387 0.0 0.0 0.0
H 2.3762 -4.6591 4.2780 0.0 0.0 -0.1
H 7.0161 -2.2284 3.9762 0.0 0.0 0.0
H -2.9657 0.1492 -2.0405 0.0 0.0 0.0
H -5.2943 0.3436 -2.3052 0.0 0.0 0.0
C -3.6010 -1.4852 -5.9117 0.0 -0.1 0.0
H 0.5765 -0.1362 1.4918 0.1 -0.2 0.3
P -1.6918 4.2343 1.5790 0.1 0.2 0.4
C -3.4270 6.1732 1.3024 -0.3 -0.1 0.4
O -0.5093 4.6871 2.2947 0.3 -0.1 -0.1
C 4.2781 -5.6481 4.2568 0.0 0.0 0.1
C 0.3052 -0.9599 -0.4563 0.1 -0.6 0.3
O 2.3128 -2.8430 -1.7442 0.4 -0.4 -0.2
H -3.4166 -2.2154 -6.7018 0.0 0.0 0.0
H -2.5277 -2.4853 -4.3352 0.0 0.0 0.1
C -0.9625 0.9864 0.5591 0.2 0.0 0.0
H -1.1993 0.6692 -5.2019 0.0 -0.1 0.0
H 2.1327 -4.9903 2.0823 0.0 0.0 -0.1
C 3.4112 -3.6212 -1.9886 1.3 0.8 0.4
H -0.1229 2.1997 2.1170 0.1 0.3 0.1
C 4.8684 -2.4334 4.0644 0.1 0.2 0.0
H -4.3654 6.4791 1.7524 -0.2 -0.1 0.2
H 3.3639 -4.5956 -2.4298 -0.5 -0.2 0.0
H -1.5141 -1.5870 -5.4286 0.0 0.1 0.0
H -3.8843 8.3633 0.2039 -0.1 0.1 -0.2
H -1.9445 0.8218 0.1241 -0.2 0.0 0.0
H -1.3381 1.0695 2.6551 -0.2 0.0 0.2
N 3.7228 -3.2220 3.6463 -0.1 0.1 0.0
C -2.0425 0.8210 -4.5237 -0.1 0.1 0.0
N -2.3524 -0.4629 -3.9195 0.0 -0.1 0.0
H -1.3307 2.7859 -4.0001 0.0 0.0 0.0
H 3.8030 -2.4599 1.7176 0.2 0.1 0.1
H -4.5653 -1.7299 -5.4686 0.0 0.1 0.0
C -3.1321 8.6034 0.9510 0.0 -0.6 0.0
N 4.1757 -1.7954 -1.1391 -0.4 -0.3 -0.1
H -2.2940 4.6238 -0.4881 0.0 -0.2 -0.1
S 1.9831 -0.3302 -0.7573 0.0 0.3 -0.2
F -2.1063 7.4689 2.7553 0.1 0.0 0.4
H 4.4488 -5.8654 3.2016 0.0 0.0 0.0
H 3.7679 -6.5108 4.6899 0.0 0.0 0.0
H -4.6956 1.0231 -3.8137 0.0 0.0 0.0
H 6.3945 -3.4099 2.8328 0.0 0.0 0.0
H -5.3519 -0.6152 -3.7731 0.0 0.0 -0.1
C 2.3356 -3.9821 1.7193 -0.1 0.1 0.0
C -0.2544 -0.3408 0.8224 0.0 0.5 -0.4
C 3.4208 -4.3890 4.4545 -0.1 -0.2 0.1
H 5.2464 -5.5681 4.7478 0.0 0.0 -0.1
H 1.5035 -3.3401 2.0193 0.0 0.0 0.1
H -3.6331 9.0596 1.7959 -0.1 0.2 0.1
H 4.8091 -1.4753 3.5395 0.0 0.0 -0.1
H 0.3879 -2.0345 -0.3343 0.1 -0.2 0.0
H 2.3558 -4.0000 0.6287 0.0 -0.2 0.0
H -2.4795 2.1348 -2.8398 0.0 0.0 0.0
H 4.7472 -2.1932 5.1243 0.0 -0.1 0.0
H 3.4582 -4.0882 5.5043 0.1 0.1 0.0
C 6.2707 -3.0142 3.8410 0.0 0.0 0.1
H -0.3215 -0.7766 -1.3225 -0.1 0.1 -0.1



(2)
50
Properties=species:S:1:pos:R:3:forces:R:3 method="wB97M-V/def2-TZVPD" e_tot_ev=-64003.48050 relative_energy_ev=0.0000 charge=-1 gap_ev=8.094
F -20.3044 31.0801 15.5534 -1.0 0.9 -1.6
O -18.7272 20.1268 15.0530 -1.3 -2.7 -1.8
H -16.2249 26.4873 16.0747 -0.3 0.1 -0.1
O -16.6914 27.5341 12.7001 -1.6 -0.6 0.6
C -14.4623 28.5260 9.3202 0.0 0.7 0.4
O -19.1031 28.9541 13.9947 -0.4 0.4 0.5
H -15.2048 27.8005 9.6524 0.3 -0.1 0.3
H -14.7600 28.7874 8.3047 0.4 0.0 -0.1
C -15.7785 31.1269 11.7165 0.2 -0.2 0.4
C -17.6170 27.9384 16.9939 0.3 -1.3 -1.2
O -18.9332 26.2373 11.1719 1.1 1.5 1.6
H -16.0391 26.7560 17.7799 0.2 0.1 0.1
O -13.5872 30.6979 9.9440 -1.6 -1.3 0.8
H -20.1715 24.8318 10.4676 -0.6 -0.4 0.3
C -20.0928 25.9184 10.4312 1.4 0.0 1.5
N -15.5405 29.9725 10.8682 -1.8 0.5 2.0
H -17.0274 21.0456 16.9495 -0.4 -0.4 -0.1
N -18.4585 22.3016 14.4522 -0.9 0.9 -2.7
C -17.9416 21.5572 16.6484 0.3 2.2 1.3
C -18.4354 21.2550 15.2771 1.5 1.7 1.9
H -21.3855 26.5827 12.0477 0.4 0.0 0.1
H -19.0897 23.1951 12.5978 0.0 0.0 0.4
H -16.1565 29.1862 11.0181 0.2 -0.1 0.0
O -17.9923 25.6044 13.9551 -0.2 2.6 -1.1
H -16.6052 30.9004 12.3899 -0.4 0.2 -0.5
F -20.6545 29.4243 16.8029 -3.0 -2.8 1.4
C -18.7169 29.3184 15.3014 1.0 -1.6 -2.5
H -22.1636 26.0460 10.6383 -0.5 0.5 -0.4
C -14.4811 29.8321 10.1334 2.7 0.3 -2.7
F -19.2237 30.8331 17.2648 2.2 0.5 1.9
O -18.2042 28.0406 15.6532 -0.1 -0.2 3.8
H -13.4370 28.1598 9.3724 -0.2 -0.2 -0.3
C -19.7515 30.1396 16.2932 2.3 -0.4 -3.6
H -19.9773 26.0978 9.3623 0.3 0.6 -0.3
H -17.7362 22.6225 16.7531 0.5 0.3 -0.3
H -16.9578 28.7776 17.2160 0.0 0.3 -0.3
H -18.0680 23.2214 14.5989 0.1 -0.2 0.9
H -18.7299 21.5310 17.4008 -0.1 -1.0 -0.1
H -15.9245 32.0118 11.0971 -0.2 0.1 0.3
H -17.3198 25.7440 17.2827 -0.4 0.1 -0.4
H -18.4139 21.5630 12.4278 1.1 0.4 0.0
H -18.3452 27.8723 17.8022 -0.5 0.2 -0.2
H -19.8783 21.6027 12.9980 -0.8 0.7 0.7
C -21.3015 26.6292 10.9619 -0.8 -0.6 0.2
V -18.1488 27.0323 13.1563 -0.2 -1.2 -0.9
H -17.7939 29.8978 15.2801 -0.1 1.1 0.0
H -14.9588 31.2915 12.4159 0.4 0.1 -0.3
C -16.7872 26.6502 16.9942 0.5 0.2 0.8
C -18.9859 22.2231 13.0799 0.0 -1.5 -0.3
H -21.3512 27.6807 10.6792 -0.1 -0.1 -0.2



(3)
54
Properties=species:S:1:pos:R:3:forces:R:3 method="wB97M-V/def2-TZVPD" e_tot_ev=-32793.46048 relative_energy_ev=19.3554 charge=+1 gap_ev=7.736
O -0.8511 1.4143 1.9033 3.2 3.9 3.8
H -2.3146 -1.6029 1.2040 -9.5 -5.3 5.6
H 0.3489 -2.4537 -1.6361 -0.3 0.5 -0.6
H -0.8750 -0.5852 1.6379 -2.4 -1.9 -2.4
C -2.9949 0.9196 1.0453 8.3 6.5 -12.8
H 4.0194 2.0378 -0.9499 1.5 0.5 -3.1
C 2.5632 -2.7868 -0.0995 1.3 -11.2 1.1
C 2.4233 2.8383 0.1829 0.0 6.3 -3.3
H -3.7056 1.4272 0.5054 -2.2 0.9 -1.0
H -0.4223 -0.8851 -1.9375 1.0 -0.5 2.1
H -5.2447 -1.2436 -1.4457 0.8 -0.1 4.1
C -4.6498 -1.0965 -0.1933 3.2 -1.3 -8.8
C 2.7546 0.5165 -0.0420 1.5 -0.5 -0.3
C 3.5650 1.9005 -0.0627 -6.7 -2.2 0.8
C 4.8334 -2.4337 0.4803 5.0 -3.9 1.5
C 2.2694 -1.5218 -0.2993 14.9 -11.1 7.0
H 1.7215 -3.6400 -0.1157 1.7 2.0 -0.5
H 2.5191 4.0536 -0.0444 1.5 -2.7 0.3
C 4.6359 -1.0870 0.3757 -1.3 -1.4 1.5
N -2.2219 0.0788 -0.0689 -11.3 -9.6 9.1
H 5.3267 -0.3321 0.6581 0.6 0.3 0.1
H 1.0479 4.5403 -1.8179 -0.5 -0.8 2.3
H 2.0036 3.0688 1.0944 -0.3 -1.1 3.0
C 0.7747 1.5779 -0.8774 -6.5 -9.1 -3.0
H -0.2463 -2.8429 0.7618 -0.9 0.1 -1.7
H -1.6247 2.5359 0.5088 1.4 3.4 -5.5
O -4.1776 -2.2723 0.3832 -5.4 -3.0 1.6
C 1.5260 0.2274 -0.6395 1.6 8.6 1.8
C -3.3704 -0.5390 -1.0694 -3.1 6.0 7.3
C 0.4375 3.8818 -1.0451 2.7 0.4 -3.5
H -2.4827 2.5826 2.0327 -1.3 2.9 2.3
H -1.5983 0.5448 -0.4669 7.4 5.5 -4.8
H -0.2865 3.6115 -1.8061 -0.8 -0.6 0.9
H -2.8432 -1.1819 -1.5348 2.8 -4.5 -4.1
O -0.4822 1.2970 -1.3465 4.3 2.7 1.0
H 4.1607 2.1072 0.7094 2.8 -0.2 3.1
H 5.8080 -2.9641 0.9011 -1.3 1.9 -1.2
H -3.7390 0.3939 -1.4624 0.1 -0.1 -1.2
C 3.2975 -0.7983 0.2719 0.0 6.1 -2.8
C 3.9203 -3.4316 0.2585 -5.5 5.0 -1.3
N 1.2759 2.7124 -0.6852 -0.5 1.9 -0.4
O -1.7949 -2.9314 -0.8291 -3.0 -2.3 1.7
C 0.1087 -1.4902 -1.1114 -7.2 -8.1 -3.7
C -0.8656 -2.3178 -0.0643 0.9 5.9 2.0
H -5.0801 -0.2587 0.2307 -1.3 0.9 1.9
N 1.2575 -1.1332 -0.6721 -8.7 14.7 -3.1
H -2.6280 -3.1255 -0.1854 2.6 0.5 -2.5
C -1.6523 -1.1508 0.8215 13.0 7.2 -5.3
H -5.0522 -2.9804 0.5745 3.7 3.1 -0.7
H -3.2544 0.6273 1.8463 -3.2 -5.4 10.3
H 0.1186 4.4013 -0.1834 -0.6 0.7 0.7
C -1.9145 2.1426 1.3305 -2.4 -7.8 3.5
H 4.0070 -4.4817 0.3653 0.2 -0.5 0.2
H -0.3512 2.1290 2.6086 -1.9 -3.2 -2.9



(4)
42
Properties=species:S:1:pos:R:3:forces:R:3 method="wB97M-V/def2-TZVPD" e_tot_ev=-76857.41970 relative_energy_ev=0.3783 gap_ev=8.090
H -4.1258 -0.8176 2.4047 0.2 -0.1 -0.1
H -3.1655 1.4273 2.6449 0.0 0.0 0.1
C -3.8983 3.0199 -3.4529 -0.5 -0.3 -0.6
H 4.3976 -1.5273 -2.1402 0.0 -0.1 0.0
C -0.1953 -0.7843 -2.4406 -0.2 -0.2 0.2
C -1.1011 0.9235 2.3634 -0.2 0.0 0.1
C -3.0784 -0.6666 2.1078 -0.1 0.0 0.8
H 2.0879 -2.2901 -2.5011 -0.1 -0.1 0.0
O -2.9919 -0.5857 0.6964 0.0 0.2 -0.5
H 1.0848 -1.9836 -0.2267 0.0 0.0 -0.1
H 0.0891 -0.5869 4.3198 0.0 0.1 0.1
C -2.5656 2.1913 -1.6967 0.3 -0.2 0.7
H -0.6821 -0.2194 -3.2368 -0.1 0.0 0.0
C 2.2779 -1.2412 -2.3204 0.0 0.0 0.0
N -3.1415 3.0099 -2.4115 0.4 0.9 0.5
H -1.1577 1.4315 1.4000 0.1 0.0 0.1
H 0.6919 1.7307 -2.1311 -0.1 0.1 0.0
C 1.5044 1.0175 -2.1263 0.0 -0.1 0.0
C 3.8465 0.5273 -1.9101 -0.9 -0.2 -0.2
H -0.2432 -1.8403 -2.7009 -0.1 0.0 0.0
N 6.2320 1.2846 -1.3886 0.3 0.1 0.0
Zn -1.1337 -0.1605 -0.7443 0.5 -0.3 0.0
H 3.0045 2.5012 -1.7926 0.0 0.0 0.0
H 1.6796 -2.4513 3.9790 0.1 -0.1 0.1
H -2.5278 0.3581 3.9013 -0.1 0.0 0.0
C 5.1634 0.9531 -1.6438 0.6 0.2 0.1
C 0.3434 -0.9128 3.3235 0.0 0.0 -0.2
H -0.6565 1.6117 3.0841 0.0 0.1 -0.1
C 2.7959 1.4507 -1.9356 0.2 -0.1 0.1
C 3.5782 -0.8237 -2.1262 0.1 0.2 0.1
H 2.2435 -3.1338 1.6408 0.0 -0.1 -0.1
C 1.2099 -0.3391 -2.3047 0.1 0.0 -0.1
N -1.9770 1.5841 -0.8675 -0.2 -0.1 0.0
N 0.0601 -0.6846 0.9804 -0.5 0.1 -0.4
H -2.5101 -1.5573 2.3881 -0.1 0.1 0.0
C 1.2264 -1.9591 3.1332 0.0 0.1 -0.1
H -3.4788 0.2034 0.4204 0.1 0.0 -0.2
C -2.5212 0.5644 2.8292 0.1 -0.3 -0.4
C -0.2091 -0.2706 2.2178 0.2 0.2 0.5
C 1.5317 -2.3501 1.8378 -0.1 0.1 0.1
N -4.5885 3.0940 -4.3712 -0.4 0.1 -0.5
C 0.9003 -1.6983 0.7973 0.4 -0.4 0.0



(5)
96
Properties=species:S:1:pos:R:3:forces:R:3 method="wB97M-V/def2-TZVPD" e_tot_ev=-55968.97486 relative_energy_ev=0.5609 charge=+1 gap_ev=5.851
C -5.0335 5.8837 -0.2763 -0.1 -0.2 0.1
C -0.8834 -2.3787 1.1282 -0.7 -0.3 -0.4
C 4.8928 -5.4261 2.0339 -0.2 0.3 -0.3
C 0.4213 -2.8700 1.6801 0.7 0.2 -0.7
H -4.4706 3.0615 4.7941 0.3 0.2 -0.1
C 2.5537 -4.0703 1.2646 1.1 -0.3 0.4
N -1.4640 -3.2597 0.1239 -0.1 0.3 -0.6
H -7.3537 4.0945 -2.0392 0.1 0.0 0.2
C -0.9133 8.7113 0.3091 -0.1 -0.1 -0.1
C -6.5503 4.3069 -1.3374 0.5 0.2 0.3
H 4.2966 -4.9688 4.0690 0.0 0.0 -0.4
H -4.3772 2.7110 0.7578 -0.2 0.4 -0.5
C 0.4384 1.6260 4.0646 0.1 -0.4 2.1
H 5.7952 -5.9626 2.3287 -0.3 0.1 -0.1
C -3.2909 0.5294 0.8383 0.4 -0.2 0.3
C -1.2504 6.3303 0.1062 0.5 0.5 0.0
H -2.4457 9.7911 1.4016 0.3 -0.4 0.0
H -6.4230 -1.6755 0.3339 0.5 0.2 0.1
C -5.9115 3.2706 -0.6451 0.1 0.1 0.1
C -0.4795 0.2395 2.2584 -0.1 0.5 1.2
C -5.2698 -0.4941 1.7462 0.4 -0.2 -0.2
C 0.7477 0.4741 4.8500 0.4 0.4 -0.3
C -2.7714 7.6516 1.4453 0.1 -0.2 -0.3
C 2.9043 -4.1711 2.6318 0.2 -0.4 -0.6
H 3.3900 1.6218 6.6686 -0.1 0.0 -0.1
H -6.6048 6.4447 -1.6469 0.1 -0.1 0.1
H -0.3857 -1.2153 -1.7105 -0.4 0.1 -0.2
C -0.4478 1.4720 2.9376 1.0 -0.8 -0.9
H -2.7849 2.5189 4.9358 -0.1 0.1 0.1
C -6.1184 5.6217 -1.1286 0.2 -0.3 0.2
C -2.0779 8.8123 1.0795 0.1 -0.3 0.1
H -1.1060 -5.2157 0.7921 -0.3 0.2 -0.1
N -3.2128 3.4753 3.1143 -0.2 -1.0 -0.4
C -2.3125 -0.2123 -1.3676 -0.3 0.3 -0.3
C -2.6634 5.5705 3.8776 0.2 -0.3 -0.5
C 1.3060 -3.4592 0.8504 -0.6 0.7 0.7
C 1.7880 0.4728 5.7712 -0.3 0.0 -0.1
C -4.8524 3.5427 0.2282 -0.2 0.0 -0.1
C -3.0465 4.7153 5.0965 -0.1 0.2 0.5
H -2.6885 -4.5216 1.2484 0.1 -0.1 -0.2
H -1.0021 2.3292 2.5539 0.7 0.2 -0.3
C -4.3793 4.8480 0.4009 0.3 0.2 -0.3
H 0.8449 3.7672 3.9006 0.2 -0.4 0.1
H 1.0762 -3.4781 -0.2174 -0.1 -0.3 0.2
H -0.2754 0.8808 0.1834 -0.3 -0.1 0.3
C -4.1194 0.2892 1.9309 -0.6 -0.1 -0.1
H -3.9161 5.1487 5.6217 0.5 -0.1 -0.1
H -2.3998 -5.0320 -0.4510 0.2 0.3 0.4
H -0.9236 5.3700 -0.2805 -0.1 0.3 0.1
H -2.1991 3.3364 1.4733 -0.2 0.9 -0.2
H -4.7145 -1.4760 -1.4885 0.0 0.1 0.4
C -3.0892 5.0819 1.2529 0.0 0.0 -0.5
H -3.6165 7.6957 2.1409 0.2 0.1 -0.4
H 3.1626 -4.4877 -0.7609 0.1 -0.1 0.3
H -6.2210 2.2340 -0.8010 0.0 0.3 0.1
H -5.9567 -0.6469 2.5812 0.2 0.0 -0.3
C 2.5539 1.6258 5.9745 -0.6 0.5 -0.6
H -3.7623 2.8151 2.5666 -0.2 0.3 0.3
C 4.5801 -5.2796 0.6717 0.2 -0.1 0.4
O -2.5256 -3.1704 -1.9197 1.2 1.0 0.8
H -3.8758 0.6911 2.9256 -0.3 0.0 -0.5
C -2.3757 6.4075 0.9282 -0.1 0.0 0.3
H -1.6092 -2.2592 1.9563 0.1 0.2 -0.3
H -2.7058 -0.4816 -2.3511 0.1 0.1 0.0
C -3.4393 4.8616 2.7500 -0.2 0.9 0.5
H 0.1620 -0.4291 4.6932 0.2 0.1 0.2
C -3.4234 -0.1985 -0.3455 -0.3 0.3 0.0
H -4.4881 5.1719 2.8980 0.0 -0.2 -0.2
O -2.1277 4.0975 0.8619 0.0 -1.1 0.2
C 3.4283 -4.6003 0.2946 -0.5 0.1 0.2
C -1.9397 -4.5872 0.4442 0.0 -0.3 0.4
H -0.3369 9.6009 0.0672 -0.2 -0.1 0.1
H -0.5345 -0.6853 2.8517 0.7 0.6 -0.2
H 2.2420 -3.7408 3.3822 0.3 -0.2 -0.1
C -0.4850 7.4688 -0.1675 -0.5 0.0 0.2
C -3.4230 3.3251 4.5545 -0.2 -0.1 -0.2
C 2.2026 2.8065 5.2939 -0.1 -0.4 0.0
H -4.6882 6.9073 -0.1326 -0.1 -0.2 -0.2
H 2.7952 3.7061 5.4603 -0.3 -0.2 0.0
H 5.2324 -5.7131 -0.0905 -0.2 0.2 0.3
C -4.5728 -0.9668 -0.5316 0.0 -0.2 0.1
C -1.2490 -1.2512 -1.0303 0.6 -0.2 -0.6
H 0.4302 7.3577 -0.7583 -0.4 0.2 0.2
H -2.4816 1.2615 0.9309 -0.3 -0.4 -0.1
C 1.1272 2.8302 4.3968 -0.4 -0.3 -0.4
C -5.5064 -1.0950 0.4956 -0.2 0.2 0.4
C -0.4702 0.0657 0.8862 -1.5 -1.6 -1.0
C 4.0582 -4.8610 3.0080 -0.1 0.1 -0.1
N -0.7447 -1.1332 0.3286 0.6 1.7 1.4
C -1.8187 -2.6594 -1.0568 -0.9 -1.1 0.1
H 2.0084 -0.4349 6.3272 -0.1 0.2 -0.1
H -1.8367 0.7663 -1.4491 -0.1 0.1 -0.1
H 0.6413 -2.6092 2.7209 -0.1 -0.5 -0.4
H -2.2121 4.6343 5.7938 -0.2 0.1 0.1
H -1.5863 5.5120 3.6576 -0.2 0.1 0.1
H -2.9379 6.6203 3.9918 0.1 -0.2 0.0



(6)
13
Properties=species:S:1:pos:R:3:forces:R:3 method="wB97M-V/def2-TZVPD" e_tot_ev=-14583.51604 relative_energy_ev=2.1819 gap_ev=9.713 smiles="C1=PC[C@H]2C[C@@H]12"
C 0.5308 -0.9303 -0.4134 -5.1 -1.6 -1.1
C 0.5856 0.5562 -0.4854 -0.5 0.0 2.0
C -1.2787 -1.2200 -0.2740 4.6 4.2 0.6
H 1.3995 0.8922 -1.0417 0.7 1.4 -1.2
H 0.9875 -1.6941 -1.0895 -0.1 1.2 0.8
H -1.0174 2.1037 -0.8137 0.4 -0.3 0.7
C 1.0727 -0.1805 0.7236 3.8 -1.5 -0.2
H 2.1544 -0.3380 1.0759 -1.4 0.5 -1.2
P -2.1514 0.1432 0.1199 0.9 -0.7 -0.8
C -0.6816 1.3428 -0.0712 -0.9 -1.6 -4.4
H -1.4755 -2.1969 -0.1770 -1.2 -3.5 0.1
H 0.5082 -0.1744 1.5697 -1.9 0.2 2.1
H -0.6343 1.6963 0.8767 0.6 1.8 2.7



(7)
15
Properties=species:S:1:pos:R:3:forces:R:3 method="wB97M-V/def2-TZVPD" e_tot_ev=-11886.31423 relative_energy_ev=0.1831 charge=-1 gap_ev=8.831
O -2.1667 2.2391 -1.0463 0.0 0.6 0.0
H 1.6666 1.0075 -1.0555 0.0 0.1 -0.1
H -2.5503 1.4569 -0.6441 0.2 -0.2 -0.1
O -0.2544 0.2400 -1.4441 0.1 0.0 0.1
H 1.9299 -1.5594 -0.7514 0.1 -0.4 0.1
C 0.0144 -0.6672 -0.6173 -0.1 0.1 -0.1
C 1.4904 -0.7610 -0.1618 -0.2 0.7 -0.3
H -1.2195 -1.6330 1.7936 0.0 0.3 0.0
N 2.2643 0.4684 -0.4348 0.0 -0.2 0.3
H -1.4920 -0.1826 2.0295 0.0 -0.2 0.1
O -0.7714 -1.5209 -0.1447 0.1 0.0 0.0
O -1.4649 -1.0181 2.5137 0.0 -0.1 -0.1
H 1.4839 -1.0162 0.8935 0.2 -0.2 0.1
H 2.3607 1.0062 0.4186 -0.1 0.0 0.0
H -1.2911 1.9404 -1.3489 -0.3 -0.5 0.2



(8)
20
Properties=species:S:1:pos:R:3:forces:R:3 method="wB97M-V/def2-TZVPD" e_tot_ev=-20665.63355 relative_energy_ev=2.7907 gap_ev=9.149
N -1.6032 -1.2097 0.2073 -0.3 -0.3 0.3
H -0.3676 -0.2134 -2.1957 1.1 -0.1 2.2
H 0.1795 2.1036 -1.4252 -0.3 -2.3 1.9
H 0.5660 0.6438 1.3874 0.7 1.5 -1.1
C 0.8237 1.4849 0.6185 2.1 -2.4 1.0
C 0.1849 -0.1408 -1.1398 0.4 -0.9 -1.6
H 1.9658 1.4845 0.4384 -1.8 -0.3 0.0
N -1.4381 1.4193 -0.1653 -1.1 -1.2 2.3
C -0.0339 1.2359 -0.5803 -0.4 2.8 -2.0
H 1.3083 -0.3381 -1.2928 -1.7 0.2 0.1
H -1.4419 1.3448 0.9274 -0.2 0.4 -2.3
C -0.3876 -1.1839 -0.1603 0.0 0.5 -2.8
H 0.6355 2.4090 1.0774 -0.6 1.3 0.6
H 0.8425 -2.9588 -0.9091 -1.1 2.0 2.0
H 1.3268 -2.2123 0.6970 -0.4 0.2 -0.3
N -3.6141 0.1101 0.8139 -1.7 0.8 0.0
C 0.4252 -2.3709 0.0767 2.6 -2.1 -1.4
S -2.6665 -0.0456 -0.3679 2.2 1.5 -0.1
H -4.4885 0.5813 0.4620 1.1 -0.8 0.4
H -0.1730 -3.1070 0.5302 -0.7 -0.9 0.9